Below is C4H3NO in the gas phase at a distorted geometry, with properties calculated with ωB97M-V/def2-TZVPD.

Output
Energy relative to the best compared isomer or geometry (same formula, charge and spin): 4.905 eV

Geometry as XYZ:
```
9
Properties=species:S:1:pos:R:3:mulliken_charge:R:1
O 0.8888 -0.5626 1.3449 -0.43
C 0.1941 0.0774 0.3597 -0.38
C -0.4782 -0.7536 -0.5871 -0.29
C -1.0591 -1.4867 -1.3520 0.34
C 0.1742 1.5054 0.2466 0.15
N 0.0521 2.6853 0.1672 -0.43
H 0.5485 -0.3207 2.2199 0.34
H 1.1916 1.1713 -0.3316 0.30
H -1.5529 -2.1346 -2.0476 0.40
```

Below is a molecular structure, C31H53AsBIrN4O4S2Si at a distorted geometry, with properties calculated with ωB97M-V/def2-TZVPD.

Output
Total charge: +1
Energy relative to the best compared isomer or geometry (same formula, charge and spin): 0.000 eV
2S+1: 2

Geometry as XYZ:
```
98
Properties=species:S:1:pos:R:3:mulliken_charge:R:1
Ir 0.8005 0.6127 0.4171 1.35
C 2.1934 0.4648 -3.3201 -0.92
N 3.3039 0.3270 -2.3907 0.52
C 4.3803 -0.4910 -2.5443 -0.51
C 5.1681 -0.3135 -1.4463 -0.70
N 4.5770 0.6151 -0.6439 0.07
B 5.3231 1.2547 0.5737 0.79
N 4.4213 1.3562 1.8632 0.34
C 4.7993 2.2242 2.8557 -0.76
C 4.0070 2.0132 3.9302 -0.48
N 3.1296 1.0197 3.5853 0.25
C 2.0793 0.5244 4.4610 -1.24
C 3.3856 0.6422 2.3088 -0.11
S 2.5091 -0.6036 1.4455 -0.45
C 3.4313 0.9826 -1.2184 -0.16
S 2.2662 2.0993 -0.5970 -0.58
H 2.3747 -0.1812 -4.1735 0.36
H 2.1107 1.4988 -3.6495 0.36
H 1.2750 0.1656 -2.8238 0.15
H 4.5132 -1.1089 -3.4150 0.46
H 6.1013 -0.7751 -1.1772 0.56
H 5.6366 2.3826 0.2981 -0.13
H 6.2531 0.5282 0.8064 -0.18
H 5.6141 2.9127 2.7175 0.50
H 3.9942 2.4791 4.8999 0.50
H 1.3583 1.3142 4.6514 0.50
H 2.5202 0.1952 5.4003 0.47
H 1.5779 -0.3037 3.9722 0.34
C 0.0254 1.1893 2.0403 -0.46
C -0.7101 1.3575 2.9984 -0.02
C -1.5605 1.5399 4.1294 0.29
C -1.4043 0.7310 5.2617 -0.06
C -2.2287 0.9089 6.3589 -0.86
C -3.2055 1.8970 6.3421 -0.43
C -3.3751 2.6933 5.2159 -0.85
C -2.5630 2.5144 4.1101 0.01
H -0.6367 -0.0318 5.2664 0.51
H -2.1091 0.2793 7.2309 0.41
H -3.8356 2.0470 7.2089 0.41
H -4.1392 3.4593 5.2038 0.44
H -2.6950 3.1264 3.2270 0.43
C 1.9258 -3.9751 -3.1160 -1.38
As 1.8539 -2.9465 -1.4363 1.12
C 0.5049 -3.9714 -0.4612 -1.09
C 3.4690 -3.7473 -0.6375 -1.29
H 2.2771 -4.9887 -2.9144 0.42
H 2.6194 -3.4996 -3.8097 0.34
H 0.9396 -4.0280 -3.5775 0.36
H 0.5273 -5.0237 -0.7462 0.59
H -0.4844 -3.5614 -0.6668 0.00
H 0.7001 -3.8860 0.6085 0.40
H 3.3857 -4.8358 -0.6325 0.47
H 3.5900 -3.3949 0.3861 0.27
H 4.3442 -3.4595 -1.2187 0.38
C -3.6180 0.0106 1.2505 -1.01
C -3.0713 -1.2982 0.6929 1.61
C -2.0523 -1.9142 1.6525 -1.18
C -4.2105 -2.2728 0.4444 -1.94
O -2.4619 -1.0608 -0.5881 0.31
Si -1.3416 -0.1330 -1.2816 -2.82
O 0.1914 -0.6317 -1.0099 0.28
O -1.1809 1.3964 -0.5573 1.43
C -1.5059 2.7505 -1.0398 1.45
C -0.9120 3.7455 -0.0531 -1.15
C -3.0200 2.8850 -1.0520 -1.48
C -0.9240 2.9772 -2.4299 -1.44
O -1.7733 0.0255 -2.8241 0.12
C -1.9107 -0.8971 -3.9308 1.66
C -2.8986 -0.2658 -4.8963 -1.91
C -2.4254 -2.2486 -3.4509 -1.51
C -0.5444 -1.0587 -4.5821 -0.81
H -4.0968 -0.1637 2.2148 0.58
H -4.3520 0.4318 0.5609 0.33
H -2.8107 0.7292 1.3874 -0.19
H -2.4184 -1.8525 2.6784 0.37
H -1.1055 -1.3744 1.6000 -0.01
H -1.8724 -2.9613 1.4066 0.33
H -4.6720 -2.5601 1.3898 0.41
H -3.8387 -3.1688 -0.0546 0.40
H -4.9689 -1.8137 -0.1916 0.37
H -1.4141 3.6792 0.9129 0.02
H -1.0236 4.7568 -0.4424 0.51
H 0.1461 3.5555 0.1081 0.19
H -3.4209 2.7306 -0.0495 0.19
H -3.4671 2.1515 -1.7270 0.19
H -3.2944 3.8863 -1.3844 0.50
H 0.1544 2.8160 -2.4138 0.15
H -1.1208 4.0016 -2.7449 0.62
H -1.3644 2.2884 -3.1479 0.17
H -3.8773 -0.1677 -4.4245 0.41
H -3.0026 -0.8930 -5.7821 0.42
H -2.5578 0.7241 -5.2025 0.32
H -3.3572 -2.1197 -2.9000 0.27
H -1.7024 -2.7209 -2.7797 0.09
H -2.6037 -2.9032 -4.3032 0.58
H -0.1952 -0.0982 -4.9682 0.25
H -0.5930 -1.7720 -5.4054 0.53
H 0.1696 -1.4210 -3.8398 -0.34
```

Below is a molecular structure, C2H3FLi2O2 at a distorted geometry, with properties calculated with ωB97M-V/def2-TZVPD.

Output
Energy relative to the best compared isomer or geometry (same formula, charge and spin): 0.000 eV

Geometry as XYZ:
```
10
Properties=species:S:1:pos:R:3:mulliken_charge:R:1
H -1.9682 -0.0596 -0.7695 0.30
O 1.0627 -1.0405 0.3006 -0.89
C -0.2639 -1.2104 0.1110 -0.32
C -0.9997 0.0602 -0.2111 0.20
O -0.6752 1.1626 0.2071 -0.67
Li 2.3140 0.2203 0.3483 0.91
H -0.8112 -1.6015 1.0094 0.21
H -0.5476 -1.9279 -0.6965 0.26
F 3.1079 1.4830 -0.5424 -0.93
Li -1.2188 2.9138 0.2431 0.93
```

Below is 2 unconnected molecules or ions with the total composition C2H3BrOS at a distorted geometry, with properties calculated with ωB97M-V/def2-TZVPD.

Output
Energy relative to the best compared isomer or geometry (same formula, charge and spin): 4.545 eV

Geometry as XYZ:
```
8
Properties=species:S:1:pos:R:3:mulliken_charge:R:1
C 0.5792 -0.5719 -0.6577 -0.50
C -0.5958 -0.9709 -0.2973 0.45
O -1.6554 -0.3082 0.2384 -0.34
S 0.4271 2.1884 0.9435 -0.25
Br 1.6972 -1.1398 -1.9115 -0.01
H -0.6761 -2.0712 -0.0598 0.26
H 1.7236 2.2257 1.5283 0.17
H -1.4999 0.6478 0.2160 0.21
```